Record 1
{"formula": "C4H14N", "method": "ωB97M-V/def2-TZVPD", "charge": 1, "spin_multiplicity": 1, "homo_energy_ev": -14.52, "de_lowest_kj_mol": 179.83, "homo_lumo_gap_ev": 10.6, "symbols": ["C", "N", "H", "H", "H", "H", "H", "H", "C", "C", "C", "H", "H", "H", "H", "H", "H", "H", "H"], "xyz": [[-2.8883, 0.7427, -0.1532], [-1.8466, 0.6110, 0.9207], [-3.1335, 1.8436, -0.4237], [-3.8513, 0.1732, 0.3004], [-2.5104, 0.1362, -0.9350], [-1.2279, 1.3863, 0.8777], [-2.2055, 0.5239, 1.8391], [-1.2096, -0.1927, 0.6360], [1.9681, 0.6226, -0.9203], [1.4498, -0.8147, -0.8011], [1.7029, -1.3338, 0.6404], [2.9465, 0.7050, -0.6715], [1.8825, 0.9853, -1.9652], [1.5411, 1.3004, -0.0316], [0.3576, -0.8625, -1.1152], [1.9665, -1.5863, -1.4249], [0.7634, -1.1351, 1.2879], [2.5050, -0.7073, 1.0372], [1.7897, -2.3979, 0.9023]], "forces_ev_per_a": [[-3.3464, 0.0244, 1.6736], [1.3738, -1.1939, -2.2013], [0.5917, -2.1070, 0.5460], [2.1131, 1.6104, -1.3577], [-0.0114, -0.0364, -1.2009], [0.7850, 1.2012, 0.2458], [-0.3799, -0.3016, 1.2240], [-0.9367, 0.7600, 1.0161], [-3.1882, 0.4844, 0.3902], [-0.2413, -1.4496, 0.1443], [-2.4869, 0.9208, 1.3281], [3.3275, -0.2496, 0.5157], [-0.4260, 0.3337, 0.8999], [0.1085, -1.0877, -2.2706], [1.0942, -0.0644, 0.4002], [-0.2683, 1.1774, -0.1819], [1.2256, 0.3280, -0.5949], [0.0367, -0.5844, 0.3661], [0.6290, 0.2342, -0.9429]]}



Record 2
{"formula": "C4H14N", "method": "ωB97M-V/def2-TZVPD", "charge": 2, "spin_multiplicity": 2, "homo_energy_ev": [-21.28, -21.62], "de_lowest_kj_mol": 51.79, "homo_lumo_gap_ev": [13.9, 7.6], "symbols": ["C", "N", "H", "H", "H", "H", "H", "H", "C", "C", "C", "H", "H", "H", "H", "H", "H", "H", "H"], "xyz": [[1.4689, 2.5828, -0.1428], [0.7441, 1.8964, -1.2675], [1.7984, 1.8031, 0.5279], [2.2578, 3.2189, -0.5224], [0.7727, 3.2272, 0.3779], [0.0491, 2.4374, -1.7964], [0.1982, 1.0908, -0.9456], [1.3994, 1.5931, -1.9913], [-0.7618, -1.4726, 1.8284], [-0.2764, -2.0050, 0.3710], [-1.1613, -1.3867, -0.6244], [-1.8280, -1.6942, 1.8477], [-0.4279, -0.4937, 2.0857], [-0.2616, -2.2068, 2.4959], [-0.2890, -3.0783, 0.2460], [0.7980, -1.7275, 0.3413], [-0.9314, -1.7756, -1.6453], [-2.2312, -1.6928, -0.5639], [-1.3180, -0.3165, -0.6220]], "forces_ev_per_a": [[-0.6380, 0.4066, 0.2242], [-0.4270, -0.1671, -0.8266], [0.4396, 0.0234, 0.0504], [0.2439, -0.2531, -0.1848], [-0.2381, 0.0056, 0.0899], [0.2367, 0.6282, 0.3525], [0.4610, 0.0911, 0.0008], [0.1396, -0.2898, 0.1005], [-0.4226, -0.8452, 0.9570], [0.8093, -0.5861, -1.2600], [-1.7874, 0.2603, 0.0749], [-0.0839, 0.6618, -0.1273], [-0.1819, 0.7258, 0.0819], [0.4580, -0.0364, -0.5745], [0.0079, -0.3672, 0.0045], [-0.0939, 0.0765, 0.7024], [0.2377, -0.3191, 0.2155], [0.2440, -0.4373, -0.1458], [0.5952, 0.4219, 0.2643]]}



Record 3
{"formula": "C4H14N2", "method": "ωB97M-V/def2-TZVPD", "charge": 0, "spin_multiplicity": 1, "homo_energy_ev": -8.68, "de_lowest_kj_mol": 49.65, "homo_lumo_gap_ev": 9.7, "smiles": "CCC.NCN", "symbols": ["C", "C", "C", "H", "H", "H", "H", "H", "H", "H", "H", "N", "C", "N", "H", "H", "H", "H", "H", "H"], "xyz": [[1.0528, -0.7701, -2.1971], [-0.1561, 0.0500, -2.6448], [-0.3423, 1.3862, -1.9365], [0.6983, -1.4842, -1.4452], [1.8482, -0.2105, -1.7014], [1.4759, -1.3126, -3.0375], [-1.0711, -0.5373, -2.5070], [-0.1925, 0.1533, -3.7364], [0.5210, 2.0507, -1.9774], [-1.2474, 1.8648, -2.3083], [-0.4220, 1.1675, -0.8627], [-1.2300, 0.1975, 2.1000], [-0.2919, -0.6728, 2.7999], [0.9229, -0.0051, 3.1248], [-2.0968, 0.2935, 2.5959], [-1.3288, -0.0072, 1.1206], [-0.8217, -1.0733, 3.6745], [-0.0682, -1.5400, 2.2417], [0.9127, 0.8569, 3.6379], [1.8371, -0.4072, 3.0592]], "forces_ev_per_a": [[-0.4191, -0.2900, 0.4141], [-0.3554, 0.0727, -0.7043], [0.1540, -0.6291, 0.5744], [0.2900, -0.1279, -0.1375], [-0.0882, 0.2962, -0.2580], [0.1228, -0.1778, 0.0655], [0.0910, -0.0463, 0.3799], [0.5057, 0.3871, 0.0742], [-0.0196, 0.0364, -0.5117], [0.0966, 0.2626, 0.2277], [-0.3760, 0.2224, -0.1007], [0.5307, 0.0424, 0.2858], [-0.6806, 0.6836, 0.7556], [0.6949, 0.5606, 0.0161], [-0.2866, -0.0952, -0.2972], [-0.2446, 0.0302, -0.0063], [0.0377, 0.2145, 0.2213], [0.4936, -0.9619, -0.8940], [-0.3370, -0.0536, 0.0262], [-0.2100, -0.4270, -0.1310]]}



Record 4
{"formula": "C4H14N2", "method": "ωB97M-V/def2-TZVPD", "charge": 0, "spin_multiplicity": 1, "homo_energy_ev": -8.71, "de_lowest_kj_mol": 92.04, "homo_lumo_gap_ev": 9.8, "smiles": "CNC.CNC", "symbols": ["C", "N", "C", "H", "H", "H", "H", "H", "H", "H", "C", "N", "C", "H", "H", "H", "H", "H", "H", "H"], "xyz": [[2.0925, 0.8531, 1.7895], [2.2856, -0.4063, 1.0466], [3.4128, -0.2862, 0.1092], [2.4108, 1.6878, 1.1893], [2.6673, 0.9123, 2.7173], [1.0365, 1.0118, 2.0140], [2.5923, -1.0857, 1.7317], [3.1162, 0.4222, -0.6495], [4.3150, 0.0676, 0.6145], [3.5278, -1.2563, -0.3756], [-3.7454, 0.2906, -1.4100], [-2.8218, -0.4105, -0.5325], [-1.4332, -0.2675, -0.9578], [-3.6266, -0.0963, -2.4171], [-3.6280, 1.3824, -1.3778], [-4.7667, 0.0379, -1.1297], [-2.8847, 0.0047, 0.3870], [-0.8110, -0.6998, -0.1685], [-1.2321, -0.8132, -1.8761], [-1.1346, 0.7903, -1.0757]], "forces_ev_per_a": [[-0.2977, -0.3026, 0.0046], [0.4929, 0.3561, 0.4076], [-0.8440, -0.2352, 0.2897], [0.0942, 0.3673, -0.3948], [0.0174, -0.0933, 0.0742], [0.0259, -0.0905, 0.1193], [-0.3500, -0.2517, -0.0016], [0.1238, 0.2890, -0.3277], [0.2968, -0.1376, -0.2314], [0.4077, 0.0963, 0.0495], [-0.2060, -0.3005, 0.2769], [0.1582, 0.0982, -0.1898], [0.0908, 0.1647, 0.7152], [0.1623, 0.1990, -0.2535], [0.0334, -0.0244, -0.2798], [-0.1053, 0.1301, 0.1320], [-0.1298, -0.1409, 0.1366], [0.1262, 0.0544, -0.2157], [-0.1230, 0.0144, -0.1373], [0.0260, -0.1930, -0.1740]]}



Record 5
{"formula": "C4H14N2", "method": "ωB97M-V/def2-TZVPD", "charge": 1, "spin_multiplicity": 2, "homo_energy_ev": [-13.25, -13.13], "de_lowest_kj_mol": 37.42, "homo_lumo_gap_ev": [10.1, 5.3], "symbols": ["C", "C", "N", "H", "H", "H", "H", "H", "H", "H", "C", "N", "C", "H", "H", "H", "H", "H", "H", "H"], "xyz": [[-1.6357, -1.2226, -0.5039], [-2.4606, -0.5641, 0.5599], [-1.5873, 0.1977, 1.5231], [-0.8873, -1.9562, -0.2048], [-1.0963, -0.4853, -1.1114], [-2.2816, -1.7712, -1.1894], [-2.8785, -1.3099, 1.2387], [-3.2816, 0.0184, 0.1503], [-2.1541, 0.2950, 2.3627], [-1.6044, 1.1655, 1.1959], [1.7813, 1.7681, -0.3479], [1.7489, 0.4109, 0.1948], [2.0652, -0.6297, -0.7351], [1.5714, 1.7527, -1.4097], [2.7812, 2.2056, -0.2210], [1.0970, 2.3622, 0.2636], [2.1575, 0.5131, 1.1254], [1.7577, -1.6093, -0.3717], [1.7422, -0.4027, -1.7434], [3.1651, -0.7383, -0.7760]], "forces_ev_per_a": [[0.1024, -0.1576, -1.1890], [0.8957, -0.5982, 1.7785], [-0.8513, 0.9130, -0.8112], [-0.1109, 0.0955, 0.6945], [-0.1523, 0.1215, -0.0029], [-0.0947, 0.0901, -0.1354], [-0.3633, -0.2985, -0.5437], [0.0327, 0.1590, -0.1185], [0.3393, -0.2169, 0.2687], [0.3907, -0.0367, -0.0479], [-0.6435, -0.2220, 0.1634], [1.6662, 2.0117, -1.2030], [0.4866, -0.9735, 0.6754], [-0.3965, 0.1576, 0.0085], [0.0667, -0.2581, 0.2369], [-0.0517, 0.1768, -0.3320], [-0.5470, -1.3753, 0.3435], [-0.3781, 0.0482, -0.0547], [-0.4073, 0.0583, 0.1160], [0.0165, 0.3051, 0.1529]]}



Record 6
{"formula": "C4H14N2", "method": "ωB97M-V/def2-TZVPD", "charge": 1, "spin_multiplicity": 2, "homo_energy_ev": [-13.89, -13.89], "de_lowest_kj_mol": 94.92, "homo_lumo_gap_ev": [10.5, 5.8], "symbols": ["C", "C", "C", "H", "H", "H", "H", "H", "H", "H", "H", "N", "C", "N", "H", "H", "H", "H", "H", "H"], "xyz": [[0.1496, 1.3068, -2.6134], [-0.1210, -0.1985, -2.7772], [-1.3361, -0.6707, -1.9960], [0.8019, 1.6236, -1.8002], [-0.8318, 1.7599, -2.4147], [0.5182, 1.8655, -3.4763], [0.8109, -0.7758, -2.7111], [-0.2774, -0.3404, -3.8589], [-2.1122, 0.0929, -2.0575], [-1.8834, -1.4815, -2.4878], [-1.0718, -1.0385, -0.9994], [0.5586, -1.0755, 1.8206], [1.0507, 0.0225, 2.6071], [-0.2872, 0.5097, 2.9235], [0.7328, -2.0007, 2.2115], [0.5704, -0.9317, 0.8174], [1.6288, -0.1722, 3.5146], [1.6683, 0.7540, 2.1132], [-0.5747, 0.4416, 3.8933], [-0.3373, 1.5129, 2.7330]], "forces_ev_per_a": [[-0.7886, 0.6444, 0.3179], [0.8797, 0.4762, -1.7667], [-0.1416, -0.6817, -0.7102], [0.0713, -0.3578, 0.3052], [0.2541, 0.1546, 0.0503], [0.1393, -0.5885, -0.2338], [-0.2629, -0.1254, 0.8304], [-0.5380, 0.0749, 0.2691], [0.2342, 0.3096, 0.8309], [0.5903, -0.3696, 0.0083], [-0.4153, 0.4438, 0.1607], [1.5917, 0.0563, 0.4275], [-0.4888, 0.6599, 1.4228], [1.1332, 1.7593, 0.4891], [-0.5773, -0.0472, -0.3767], [-0.4796, -0.2568, -0.1187], [-0.2217, -0.9443, -0.2338], [-0.1551, 0.0924, -0.8717], [-0.1785, -0.9849, 0.0162], [-0.6462, -0.3152, -0.8170]]}



Record 7
{"formula": "C4H14N2", "method": "ωB97M-V/def2-TZVPD", "charge": 2, "spin_multiplicity": 1, "homo_energy_ev": -20.37, "de_lowest_kj_mol": 54.03, "homo_lumo_gap_ev": 13.6, "smiles": "C[C@@H]([NH3+])CC[NH3+]", "symbols": ["C", "C", "N", "C", "C", "N", "H", "H", "H", "H", "H", "H", "H", "H", "H", "H", "H", "H", "H", "H"], "xyz": [[0.1889, -0.2450, -1.8986], [-0.8502, -0.1320, -0.7721], [-1.8178, -1.2628, -0.8209], [-0.2241, -0.1217, 0.6546], [0.9067, 0.8669, 0.7453], [1.5657, 0.8913, 2.1239], [0.6300, 0.7398, -1.9776], [0.9791, -0.9983, -1.9649], [-0.3566, -0.4087, -2.8395], [-1.3393, 0.8238, -0.9484], [-2.6964, -1.0372, -1.3008], [-2.0128, -1.6075, 0.1233], [-1.4881, -2.0420, -1.3975], [0.1106, -1.1297, 0.9327], [-1.0660, 0.2003, 1.2774], [1.7009, 0.8086, 0.0055], [0.5511, 1.8987, 0.6357], [2.3347, 1.5697, 2.1500], [0.8228, 1.1133, 2.7885], [2.0607, 0.0727, 2.4833]], "forces_ev_per_a": [[-0.8494, 0.1035, -1.0300], [2.3965, -0.0342, -0.0023], [-0.7618, -0.4196, -0.4295], [-0.6931, -0.1652, -0.6219], [0.6976, 1.1243, 0.2694], [0.0623, -0.0048, -0.1491], [0.2881, 0.1292, -0.2825], [-0.1716, -0.1411, 1.0100], [0.0370, 0.3465, 0.0613], [-0.5397, -0.2588, 0.1189], [-0.1596, 0.3563, 0.3870], [-0.3478, -0.1540, -0.2100], [0.4939, -0.1523, 0.2737], [-0.0817, 0.1304, -0.0516], [0.3477, -0.1740, 0.5399], [0.0139, -0.6659, 0.0340], [-0.1789, -0.1888, 0.0542], [-0.4983, 0.6020, 0.0399], [0.3852, 0.3159, 0.4172], [-0.4402, -0.7494, -0.4289]]}



Record 8
{"formula": "C4H14N2O", "method": "ωB97M-V/def2-TZVPD", "charge": 0, "spin_multiplicity": 1, "homo_energy_ev": -8.92, "de_lowest_kj_mol": 132.09, "homo_lumo_gap_ev": 9.7, "smiles": "NCCCCN.O", "symbols": ["N", "C", "C", "C", "C", "N", "H", "H", "H", "H", "H", "H", "H", "H", "H", "H", "H", "H", "O", "H", "H"], "xyz": [[-2.0997, 0.9388, -0.9845], [-1.0430, 1.9553, -1.1008], [0.0599, 1.6613, -0.0774], [0.9418, 0.4380, -0.3946], [0.2354, -0.9166, -0.5144], [1.2175, -1.9458, -0.9704], [-2.9120, 1.0466, -1.5690], [-2.4702, 0.9394, -0.0441], [-1.5329, 2.9206, -0.9531], [-0.5504, 1.9546, -2.0880], [-0.3900, 1.5392, 0.9095], [0.7270, 2.5188, -0.1608], [1.5720, 0.6168, -1.2698], [1.6128, 0.2909, 0.4468], [-0.5825, -0.9966, -1.2334], [-0.3413, -1.1901, 0.3862], [0.7123, -2.8241, -0.8544], [1.9684, -1.9716, -0.2894], [1.1175, -1.9817, 3.5127], [0.2541, -2.2831, 3.2461], [1.5033, -2.7105, 4.0028]], "forces_ev_per_a": [[0.0949, -0.6368, 0.0614], [-0.4684, -0.5160, 0.0194], [-0.0089, -0.1370, -0.9255], [-0.8594, -0.4747, 0.2234], [-0.3463, -0.5750, -0.9995], [-0.7942, 0.2267, 0.8854], [0.1112, 0.3791, -0.4732], [0.1518, 0.0290, 0.1953], [0.6623, 0.4425, 0.0825], [-0.5472, -0.1726, 0.1114], [0.1918, 0.3215, 0.1508], [-0.0003, 0.2079, 0.7272], [-0.2113, -0.0564, -0.0938], [0.3844, 0.2485, 0.1832], [0.3163, 0.7553, -0.3605], [0.6981, 0.1874, 0.4418], [0.4427, -0.0917, -0.2410], [0.1797, -0.1468, 0.0416], [0.4118, 0.2754, 0.0450], [-0.4364, -0.1708, -0.1314], [0.0275, -0.0954, 0.0565]]}



It is found that the calculated total energy values, taken in the order of the records, are -5856.9898 -5843.7801 -7354.6024 -7354.1631 -7346.1030 -7345.5071 -7338.5598 -9402.2379 eV.